Entry 1
Below is a 3-piece molecular cluster, C5H11NO2 overall, with properties calculated with wB97M-V/def2-TZVPD.

Structure (ORCA input):
```
! wB97M-V def2-TZVPD RIJCOSX def2/J DEFGRID3
* xyz 0 1
O -2.464 -0.919 1.348
C -2.522 0.076 0.658
C -1.869 0.326 -0.602
C -0.956 -0.672 -1.122
C 0.432 -0.172 -1.192
C 0.913 0.806 -0.325
N 2.160 1.179 -0.157
H -3.312 0.807 0.921
H 0.316 -0.390 2.153
H -2.296 1.136 -1.176
H -1.245 -0.877 -2.164
H -1.116 -1.618 -0.593
H 0.985 -0.355 -2.112
H 0.111 1.436 0.116
H 2.801 -0.086 0.633
H 2.523 1.403 -1.092
H -0.233 0.112 2.117
H 2.612 -1.490 1.274
O 3.161 -0.701 1.316
*
```

M (g mol⁻¹): 117.148
LUMO (eV): -3.17

Mulliken population analysis, charges in e, atoms 1 to 6: O -0.438; C -0.091; C -0.478; C -0.273; C -0.095; C -0.164



Entry 2
Below is C5H11NO2 as an isolated structure, with properties calculated with wB97M-V/def2-TZVPD.

Structure (ORCA input):
```
! wB97M-V def2-TZVPD RIJCOSX def2/J DEFGRID3
* xyz 0 1
C -0.371 -1.101 -1.012
N 0.862 -0.255 -1.054
C 0.883 0.448 0.094
C 0.028 1.423 0.647
O -1.734 0.233 1.277
C 2.148 0.063 0.920
O 2.863 -0.755 0.196
C -1.585 -0.234 -1.375
H -0.240 -1.934 -1.698
H -0.492 -1.429 0.002
H 1.822 -0.723 -0.926
H 2.596 1.040 1.188
H 0.497 2.091 1.359
H -1.065 1.163 0.720
H -2.339 0.406 2.034
H 1.750 -0.362 1.866
H -1.856 -0.216 -2.424
H -2.446 -0.584 -0.822
H -1.320 0.726 -0.994
*
```

M (g mol⁻¹): 117.148
LUMO (eV): -3.19

Mulliken population analysis, charges in e, atoms 1 to 6: C -0.292; N -0.279; C 0.589; C -0.946; O -0.636; C -0.226



Entry 3
Below is the molecule C5H11NO2, with properties calculated with wB97M-V/def2-TZVPD.

Structure (ORCA input):
```
! wB97M-V def2-TZVPD RIJCOSX def2/J DEFGRID3
* xyz 0 1
C 1.665 -0.834 -0.845
N 0.933 0.284 -0.269
C 1.416 0.652 1.050
C -0.493 0.137 -0.309
C -1.252 1.439 -0.470
O -0.993 -0.961 -1.025
C -1.167 -1.007 0.354
O -2.449 -0.893 0.840
H 1.668 -0.729 -1.952
H 2.698 -0.785 -0.499
H 1.277 -1.783 -0.583
H 2.399 1.171 0.936
H 1.532 -0.258 1.720
H 0.703 1.343 1.512
H -0.615 2.261 -0.199
H -2.143 1.438 0.156
H -1.550 1.556 -1.502
H -0.574 -1.752 0.883
H -3.057 -1.277 0.203
*
```

M (g mol⁻¹): 117.148
Structure (SMILES): CN(C)[C@@]1(C)O[C@@H]1O
LUMO (eV): 0.92

Mulliken population analysis, charges in e, atoms 1 to 6: C -0.937; N -0.016; C -0.953; C 0.823; C -1.370; O -0.537



Entry 4
Below is the molecule C5H11NO2, with properties calculated with wB97M-V/def2-TZVPD.

Structure (ORCA input):
```
! wB97M-V def2-TZVPD RIJCOSX def2/J DEFGRID3
* xyz 0 1
C -1.674 0.914 0.604
C -0.439 -0.079 0.487
C 0.778 0.582 1.069
O 0.854 0.772 2.531
N -0.112 -0.464 -0.901
C 0.676 -1.717 -1.068
C 0.074 0.402 -1.969
O 0.842 0.257 -2.944
H -1.796 1.007 1.663
H -2.642 0.527 0.130
H -1.406 2.025 0.266
H -0.661 -1.158 0.901
H 1.668 -0.006 0.751
H 0.746 1.683 0.678
H 0.896 -0.023 3.110
H 1.513 -1.563 -0.394
H 1.088 -1.771 -2.056
H 0.161 -2.657 -0.994
H -0.566 1.271 -1.865
*
```

M (g mol⁻¹): 117.148
Structure (SMILES): C[C@H](CO)N(C)C=O
LUMO (eV): 0.67

Mulliken population analysis, charges in e, atoms 1 to 6: C -1.380; C 0.244; C -0.422; O -0.529; N 0.015; C -1.030



Energies relative to the most stable structure, in kJ/mol: entry 1 529.3; entry 2 650.4; entry 3 18.2; entry 4 0.0.



Entry 1
Below is a 2-piece molecular cluster, C5H11NO2 overall, with properties calculated with wB97M-V/def2-TZVPD.

Structure (ORCA input):
```
! wB97M-V def2-TZVPD RIJCOSX def2/J DEFGRID3
* xyz 0 1
O -1.827 1.647 0.418
C -1.218 0.847 -0.237
N 0.040 0.387 0.071
C 0.648 0.770 1.322
C 1.150 -0.547 1.955
C 0.838 -1.666 0.999
C 0.499 -0.900 -0.343
H -1.584 0.530 -1.224
H 1.466 1.490 1.175
H 0.075 1.392 2.016
H 0.591 -0.675 2.888
H 2.181 -0.383 2.271
H -0.090 -2.147 1.329
H 1.573 -2.453 0.874
H -0.217 -1.400 -0.995
H 1.427 -0.993 -0.927
O -0.294 -0.318 -3.260
H 0.260 0.419 -2.988
H -0.291 -0.180 -4.232
*
```

M (g mol⁻¹): 117.148
Structure (SMILES): O=CN1CCCC1.O
LUMO (eV): 0.60

Mulliken population analysis, charges in e, atoms 1 to 6: O -0.556; C 0.066; N 0.127; C -0.727; C -0.376; C -0.683



Entry 2
Below is C5H11NO2 as an isolated structure, with properties calculated with wB97M-V/def2-TZVPD.

Structure (ORCA input):
```
! wB97M-V def2-TZVPD RIJCOSX def2/J DEFGRID3
* xyz 0 1
C -0.103 1.138 2.132
C -1.696 0.585 -1.247
C -0.424 0.830 -0.511
O -0.819 0.409 1.141
O 0.409 1.660 -0.665
H 0.559 1.888 1.684
H -0.812 1.643 2.792
H 0.502 0.456 2.734
H -2.309 1.483 -1.147
H -2.247 -0.257 -0.836
H -1.462 0.413 -2.298
C 2.008 -1.077 -0.523
C 0.512 -1.187 -0.463
N -0.085 -2.202 -0.946
H -1.098 -2.140 -0.814
H -0.092 -0.489 0.550
H 2.412 -1.812 -1.222
H 2.431 -1.264 0.469
H 2.315 -0.077 -0.832
*
```

M (g mol⁻¹): 117.148
LUMO (eV): 0.30

Mulliken population analysis, charges in e, atoms 1 to 6: C -0.683; C -1.266; C 0.885; O -0.526; O -0.491; H 0.298



Energies relative to the most stable structure, in kJ/mol: entry 1 0.0; entry 2 316.8.



Entry 1
Below is a 3-piece molecular cluster, C5H11NO2 overall, with properties calculated with wB97M-V/def2-TZVPD.

Structure (ORCA input):
```
! wB97M-V def2-TZVPD RIJCOSX def2/J DEFGRID3
* xyz 0 1
C 1.068 -2.473 0.028
C 0.998 -1.008 0.047
C 0.281 -0.247 0.924
C 0.474 1.178 0.663
C 1.437 1.184 -0.321
N 1.723 -0.115 -0.710
H 1.724 -3.091 -0.633
H 1.260 -2.851 1.044
H 0.062 -2.874 -0.184
H -0.559 -0.668 1.468
H 0.278 1.951 1.385
H 1.798 1.942 -1.005
H 2.421 -0.305 -1.407
O -2.791 2.027 1.231
H -2.403 1.494 0.525
H -3.332 1.410 1.730
O -1.699 0.716 -1.312
H -0.803 1.078 -1.235
H -1.938 0.651 -2.237
*
```

M (g mol⁻¹): 117.148
Structure (SMILES): Cc1ccc[nH]1.O.O
LUMO (eV): 0.73

Mulliken population analysis, charges in e, atoms 1 to 6: C -1.211; C 0.584; C -0.142; C -0.642; C -0.763; N -0.029



Entry 2
Below is the molecule C5H11NO2, with properties calculated with wB97M-V/def2-TZVPD.

Structure (ORCA input):
```
! wB97M-V def2-TZVPD RIJCOSX def2/J DEFGRID3
* xyz 0 1
C -1.779 1.017 1.318
C -1.327 -0.322 0.748
N 0.042 -0.127 0.231
C 1.149 -0.458 1.145
C 0.318 -0.718 -1.100
C 1.437 0.021 -1.793
O 2.605 0.157 -1.539
O 0.947 0.522 -2.964
H -1.204 1.325 2.207
H -2.822 0.941 1.644
H -1.574 1.850 0.628
H -1.900 -0.571 -0.143
H -1.533 -1.080 1.500
H 2.044 0.031 0.758
H 1.353 -1.512 1.322
H 0.964 0.131 2.041
H -0.592 -0.569 -1.672
H 0.358 -1.808 -0.955
H 1.512 1.171 -3.377
*
```

M (g mol⁻¹): 117.148
Structure (SMILES): CCN(C)CC(=O)O
LUMO (eV): 0.82

Mulliken population analysis, charges in e, atoms 1 to 6: C -1.176; C -0.434; N 0.050; C -1.066; C -0.618; C 0.555



Energies relative to the most stable structure, in kJ/mol: entry 1 0.0; entry 2 7.8.



Entry 1
Below is the molecule C5H11NO2, with properties calculated with wB97M-V/def2-TZVPD.

Structure (ORCA input):
```
! wB97M-V def2-TZVPD RIJCOSX def2/J DEFGRID3
* xyz 0 1
H -1.237 2.489 0.658
N -1.576 1.696 0.123
C -0.844 0.646 0.248
C 0.434 0.527 1.094
C 1.422 0.234 -0.025
C 1.746 -1.227 -0.235
O 2.513 1.082 0.066
O -1.386 -0.606 0.090
C -2.605 -0.648 -0.634
H 0.372 -0.294 1.805
H 0.678 1.489 1.543
H 0.557 0.572 -0.908
H 2.309 -1.603 0.619
H 2.338 -1.369 -1.140
H 0.815 -1.782 -0.328
H 3.204 0.788 -0.534
H -3.402 -0.181 -0.050
H -2.824 -1.702 -0.809
H -2.515 -0.113 -1.583
*
```

M (g mol⁻¹): 117.148
Structure (SMILES): [H]/N=C(\C[C@H](C)O)OC
LUMO (eV): 0.89

Mulliken population analysis, charges in e, atoms 1 to 6: H 0.233; N -0.825; C 0.553; C -0.740; C 0.793; C -1.399



Entry 2
Below is the molecule C5H11NO2, with properties calculated with wB97M-V/def2-TZVPD.

Structure (ORCA input):
```
! wB97M-V def2-TZVPD RIJCOSX def2/J DEFGRID3
* xyz 0 1
N -1.652 1.679 0.266
C -0.216 1.799 0.074
C 0.661 0.745 0.990
C 1.085 -0.420 0.158
C 0.603 -1.770 0.575
C 0.132 -1.038 -0.824
O -1.245 -0.817 -0.918
O 0.694 -1.532 -2.010
H -1.957 0.785 -0.130
H -1.875 1.624 1.257
H 0.037 1.795 -0.990
H 0.083 2.780 0.455
H 1.554 1.279 1.335
H 0.082 0.459 1.874
H 2.111 -0.333 -0.186
H -0.188 -1.864 1.310
H 1.282 -2.611 0.514
H -1.740 -1.647 -1.009
H 0.550 -0.912 -2.744
*
```

M (g mol⁻¹): 117.148
Structure (SMILES): NCC[C@H]1CC1(O)O
LUMO (eV): 0.73

Mulliken population analysis, charges in e, atoms 1 to 6: N -0.672; C -0.669; C -0.818; C 0.127; C -1.121; C 0.658



Entry 3
Below is the molecule C5H11NO2, with properties calculated with wB97M-V/def2-TZVPD.

Structure (ORCA input):
```
! wB97M-V def2-TZVPD RIJCOSX def2/J DEFGRID3
* xyz 0 1
N 2.925 0.348 0.212
O 2.107 -0.743 -0.070
C 0.777 -0.410 0.230
C -0.216 -1.428 -0.289
C -1.665 -0.834 -0.163
C -1.517 0.550 0.470
C -0.590 1.472 -0.276
O 0.657 0.867 -0.468
H 2.704 1.085 -0.434
H 3.910 0.146 0.034
H 0.626 -0.305 1.343
H 0.032 -1.617 -1.308
H -0.096 -2.362 0.286
H -2.088 -0.882 -1.127
H -2.349 -1.300 0.528
H -2.513 1.002 0.568
H -1.275 0.373 1.487
H -0.982 1.660 -1.292
H -0.448 2.378 0.269
*
```

M (g mol⁻¹): 117.148
Structure (SMILES): NO[C@@H]1CCCCO1
LUMO (eV): 1.06

Mulliken population analysis, charges in e, atoms 1 to 6: N -0.619; O -0.207; C 0.487; C -0.725; C -0.563; C -0.726



Energies relative to the most stable structure, in kJ/mol: entry 1 0.0; entry 2 14.2; entry 3 84.6.